No. 1
C28H35BrN4O5 | ωB97M-V/def2-TZVPD

Geometry as XYZ:
```
73
Properties=species:S:1:pos:R:3:forces:R:3
O 5.139829 -0.968168 0.273577 0.29 -0.21 0.16
C 4.316677 -0.212063 -0.185437 -0.38 0.55 0.02
N 3.863248 -0.211961 -1.472057 -0.23 0.21 -0.20
C 4.222706 -1.044959 -2.531536 0.16 -0.31 -0.26
C 3.581050 -0.850354 -3.755086 0.09 -0.02 0.17
C 3.892770 -1.638524 -4.844283 0.09 -0.11 -0.02
C 4.852340 -2.628131 -4.709050 0.07 -0.15 -0.16
Br 5.285566 -3.719732 -6.208926 -0.04 0.10 0.14
C 5.497944 -2.835755 -3.502563 -0.11 0.01 -0.29
C 5.184524 -2.045646 -2.412899 0.01 0.07 0.18
C 3.622470 0.880957 0.605251 0.11 0.09 0.25
C 4.015002 1.049729 2.107630 0.46 -0.35 -0.29
C 3.769367 -0.263861 2.819971 -0.08 0.16 0.12
C 2.453518 -0.355929 2.969101 0.07 0.23 0.17
C 1.915459 0.879668 2.286433 -0.17 -0.44 -0.20
O 2.927722 1.842983 2.558304 -0.32 0.41 -0.11
C 0.509538 1.464759 2.377953 0.21 -0.21 0.37
C -0.472682 0.306177 2.638220 0.09 0.41 -0.30
O -0.465964 -0.259081 3.712255 0.11 -0.10 0.51
N -1.217592 -0.079917 1.591923 -0.09 -0.16 -0.17
C -2.022463 -1.287349 1.668580 -0.09 0.02 -0.05
C -1.976808 -2.020028 0.330009 0.08 -0.21 0.25
C -2.792821 -3.307977 0.399337 -0.14 0.20 -0.24
C -4.232902 -3.012131 0.806739 0.12 -0.22 0.24
C -4.266888 -2.292565 2.151534 -0.15 0.19 -0.24
C -3.465827 -0.995873 2.083033 0.19 -0.26 0.25
N 0.365927 2.127965 1.093194 -0.25 0.18 0.26
C -0.420111 3.325351 0.930403 -0.34 0.16 -0.20
C -1.930093 3.092753 0.851573 0.15 0.03 0.00
N -2.344251 2.140204 -0.172200 0.02 0.16 -0.04
C -3.802518 2.083396 -0.207514 -0.15 -0.28 -0.16
C -4.269154 1.065363 -1.247087 -0.11 0.08 0.34
O -3.781315 1.375503 -2.527652 -0.12 0.07 -0.15
C -2.375307 1.444913 -2.509244 0.31 0.23 0.06
C -1.868917 2.484400 -1.511128 -0.01 -0.24 -0.28
C 1.232386 1.703195 0.149494 0.39 -0.50 -0.05
O 1.308707 2.112728 -0.993577 0.13 0.16 -0.36
C 2.113852 0.636324 0.759616 -0.08 0.35 0.08
H 3.162716 0.485763 -1.700737 0.09 -0.02 0.14
H 2.834908 -0.074605 -3.850428 -0.09 0.09 -0.01
H 3.396273 -1.486027 -5.790031 -0.03 0.01 -0.06
H 6.243627 -3.610201 -3.411944 0.05 -0.05 0.00
H 5.682587 -2.199496 -1.470577 0.00 0.00 0.02
H 3.794340 1.840403 0.105560 -0.04 -0.12 -0.01
H 4.969099 1.537446 2.280008 -0.03 0.03 0.01
H 4.543082 -0.952309 3.089112 0.12 -0.26 0.05
H 1.847480 -1.122657 3.405165 -0.10 -0.28 0.07
H 0.448675 2.183278 3.200587 -0.05 -0.08 -0.05
H -1.368521 0.537836 0.797804 0.05 0.08 -0.01
H -1.560410 -1.907827 2.444988 -0.08 0.03 -0.11
H -0.940153 -2.246706 0.070992 0.03 0.08 -0.03
H -2.382682 -1.370498 -0.449353 0.02 0.05 -0.08
H -2.773388 -3.807735 -0.570983 0.05 -0.07 0.03
H -2.341608 -3.980553 1.131785 0.04 -0.09 0.01
H -4.797236 -3.944004 0.870017 -0.07 0.01 -0.07
H -4.706616 -2.386486 0.046304 -0.07 0.02 -0.07
H -5.298622 -2.072807 2.431882 0.00 -0.05 0.09
H -3.840971 -2.939917 2.920561 -0.02 -0.05 0.09
H -3.463107 -0.501783 3.056181 0.01 0.10 -0.02
H -3.923796 -0.323993 1.355728 -0.02 0.09 -0.06
H -0.226369 3.990637 1.779116 0.01 -0.01 -0.10
H -0.061663 3.814220 0.021500 -0.01 -0.01 0.13
H -2.399772 4.079478 0.691082 0.00 -0.08 0.05
H -2.286342 2.703365 1.811069 -0.05 0.09 0.00
H -4.172657 1.801849 0.780940 -0.03 0.02 -0.01
H -4.223927 3.069974 -0.466795 0.03 -0.03 0.05
H -5.358232 1.070068 -1.319835 0.06 -0.04 0.08
H -3.930660 0.059309 -0.955944 -0.08 0.08 0.01
H -2.067548 1.710799 -3.521140 0.06 -0.04 0.07
H -1.955311 0.460222 -2.250525 0.01 0.06 -0.03
H -0.780161 2.476453 -1.533693 -0.04 0.07 -0.03
H -2.231979 3.480845 -1.812824 0.01 0.01 0.01
H 1.803951 -0.360705 0.440537 -0.08 0.09 0.00
```
Forces are in eV/Å.

The charge is 0. Its gap between HOMO and LUMO is 9.0 eV. For the LUMO energy, the calculation gives 0.019 Ha. Its SMILES is O=C(Nc1ccc(Br)cc1)[C@@H]1[C@@H]2C=C[C@]3(O2)[C@H](C(=O)NC2CCCCC2)N(CCN2CCOCC2)C(=O)[C@@H]13.

No. 2
C28H35Cl2F3O3 | ωB97M-V/def2-TZVPD

Geometry as XYZ:
```
71
Properties=species:S:1:pos:R:3:forces:R:3
F 2.372993 -23.786121 -2.464469 -0.32 0.02 -0.14
C 3.458116 -23.249310 -1.884848 0.17 -0.38 0.58
C 3.411206 -21.944253 -1.444736 0.10 0.82 -0.03
C 4.561659 -21.356341 -0.898645 -0.21 -1.34 -0.74
C 5.682487 -22.168552 -0.794341 1.19 0.42 0.83
C 5.696342 -23.517235 -1.109918 -1.06 -0.08 -0.58
C 4.548889 -24.070717 -1.673045 0.56 0.09 -0.15
H 2.497142 -21.380079 -1.581481 0.01 -0.01 -0.02
H 4.623175 -20.315183 -0.629140 -0.21 0.08 0.09
H 6.606484 -21.745039 -0.406098 -0.13 0.06 0.01
H 6.547962 -24.170822 -0.990105 0.22 0.27 0.17
H 4.565835 -25.101069 -2.003201 -0.26 0.01 0.00
F 9.298613 -23.531481 0.133557 0.19 0.02 -0.33
C 9.828236 -22.657832 1.012997 -0.66 0.36 1.10
C 10.311755 -21.438646 0.602905 0.33 -0.05 -0.62
C 10.818346 -20.532755 1.532258 -0.03 -0.26 -0.09
C 10.763504 -20.833483 2.881851 -0.10 -0.36 0.22
C 10.227150 -22.056596 3.290438 0.01 0.25 -0.17
C 9.732846 -22.960265 2.365407 0.41 -0.39 -0.12
H 10.331762 -21.216230 -0.456332 0.01 0.08 0.01
H 11.280586 -19.630459 1.156536 -0.13 0.15 0.16
H 11.122137 -20.163737 3.651175 0.12 0.16 -0.18
H 10.205226 -22.298754 4.344166 -0.08 -0.03 0.00
H 9.354207 -23.927544 2.671164 -0.11 0.05 -0.03
F 8.938000 -27.162038 2.402858 -0.04 0.22 0.00
C 10.255730 -26.946711 2.220446 0.69 -1.02 0.44
C 11.142284 -27.379422 3.212190 -0.81 0.18 -0.21
C 12.500075 -27.238844 3.007914 -0.03 0.31 0.23
C 12.969365 -26.682762 1.823703 0.41 0.00 -0.11
C 12.091071 -26.303979 0.828126 -0.14 -0.23 0.42
C 10.719714 -26.472269 1.027059 0.15 0.68 -1.09
H 10.716500 -27.839538 4.094997 0.16 0.09 0.10
H 13.176747 -27.499148 3.811618 0.08 -0.17 -0.14
H 14.031335 -26.567032 1.641434 -0.01 -0.01 0.19
H 12.486570 -25.902586 -0.095429 -0.23 -0.02 -0.12
H 10.056908 -26.229530 0.206373 -0.23 0.02 0.24
C 10.990490 -22.788166 -3.200230 -0.15 -0.46 -0.59
C 12.082423 -23.796430 -2.894945 -0.15 0.65 -0.30
C 13.464566 -23.248287 -2.656372 0.42 -0.13 0.48
O 11.839774 -24.973989 -2.857431 0.00 -0.40 0.27
H 10.508620 -22.511820 -2.264707 0.03 0.23 0.05
H 10.239288 -23.262629 -3.835715 -0.02 -0.10 0.18
H 11.351412 -21.920230 -3.750023 0.13 0.17 0.33
H 13.455647 -22.248158 -2.223026 -0.14 0.05 -0.11
H 14.034481 -23.209239 -3.586528 -0.16 0.02 -0.11
H 14.010656 -23.903762 -1.976069 -0.05 -0.07 -0.09
C 9.129184 -29.001998 -4.081004 -0.04 0.25 -0.24
C 10.592709 -28.670885 -4.302918 -0.52 -0.46 0.72
C 11.588655 -29.784611 -4.106469 0.65 -0.02 -0.31
O 10.944534 -27.540107 -4.521822 0.13 0.19 -0.25
H 8.824278 -29.786937 -4.775540 -0.10 0.02 0.01
H 8.548394 -28.093591 -4.236144 -0.08 -0.14 -0.20
H 8.911473 -29.350143 -3.070065 0.30 -0.13 0.04
H 12.575232 -29.375090 -4.326753 0.02 -0.07 0.25
H 11.467486 -30.664245 -4.742019 -0.42 0.15 -0.11
H 11.541595 -30.153944 -3.080795 0.02 0.14 0.07
C 4.631009 -27.892734 -4.497007 0.30 0.31 -0.53
C 3.389905 -27.635189 -5.295659 -0.73 -0.42 -0.32
C 2.284167 -28.656355 -5.193134 -0.31 -0.63 0.02
O 3.241526 -26.666026 -5.995204 0.29 0.38 -0.10
H 4.401857 -27.954954 -3.434718 0.12 -0.04 0.05
H 5.327926 -27.088531 -4.729261 0.04 -0.01 0.36
H 5.079230 -28.827276 -4.839265 -0.05 -0.13 0.21
H 2.613836 -29.686501 -5.360084 0.36 0.11 0.28
H 1.491454 -28.514871 -5.925297 0.05 0.50 0.08
H 1.864706 -28.605162 -4.184828 -0.05 -0.09 -0.03
Cl 7.742976 -26.920412 -1.302083 0.02 0.19 0.01
C 8.599977 -25.854848 -2.424213 0.70 0.10 -0.41
Cl 7.644180 -25.474165 -3.860728 -0.13 0.09 0.01
H 8.899224 -24.918467 -1.963588 -0.38 -0.04 0.32
H 9.517134 -26.328046 -2.768128 -0.14 -0.22 0.02
```
Forces are in eV/Å.

The charge is 0. Its gap between HOMO and LUMO is 9.6 eV. For the LUMO energy, the calculation gives 0.021 Ha. Its SMILES is Fc1ccccc1.Fc1ccccc1.Fc1ccccc1.CC(C)=O.CC(C)=O.CC(C)=O.ClCCl.

No. 3
C28H35MgN5P2Se | ωB97M-V/def2-TZVPD

Geometry as XYZ:
```
72
Properties=species:S:1:pos:R:3:forces:R:3
Mg 0.721915 1.720778 1.627507 2.89 -0.88 2.40
C 4.220721 -4.594962 -0.060224 -0.08 -0.06 -0.07
C 3.897150 -3.314221 -0.239234 0.92 -0.50 0.07
C 2.557216 -2.690009 -0.427756 -0.11 0.55 -0.06
C 1.751615 -2.561799 0.861223 -0.31 -0.05 0.46
C 1.052453 -3.801477 1.361225 -0.22 -0.28 0.12
C 1.070469 -5.037160 0.850479 -0.15 0.24 0.41
C 1.807699 -5.554770 -0.355791 0.27 -0.76 -0.06
C 3.326058 -5.795626 -0.139770 -0.49 -0.16 -0.04
C 0.715421 1.613492 3.902760 -0.14 0.52 -0.89
H 5.265239 -4.871706 0.123089 -0.23 0.35 -0.13
H 4.719398 -2.599918 -0.253480 -0.04 -0.11 0.25
H 1.975505 -3.172566 -1.210741 -0.04 0.24 0.04
H 2.766586 -1.668227 -0.749067 -0.11 -0.05 -0.10
H 2.405723 -2.168058 1.663168 -0.24 -0.13 -0.30
H 0.962826 -1.800853 0.728365 0.15 -0.01 -0.06
H 0.416974 -3.637484 2.249800 0.43 -0.12 -0.39
H 0.503411 -5.821728 1.375502 0.16 0.53 -0.12
H 1.627557 -4.963595 -1.264965 0.05 -0.38 0.35
H 1.397186 -6.564858 -0.524325 0.05 0.40 -0.27
H 3.445188 -6.410669 0.775506 0.04 0.20 -0.44
H 3.672557 -6.408958 -0.995656 -0.02 0.13 0.44
H 1.767528 1.556360 4.262864 -0.70 0.15 -0.36
H 0.154736 0.756353 4.326692 0.09 0.46 -0.24
H 0.252050 2.568468 4.224997 0.43 -0.59 0.39
P -1.662677 1.033057 1.195169 -5.32 0.20 0.13
P 0.611906 2.093626 -1.103442 -1.00 0.78 -6.44
N -2.739711 -0.349525 1.301024 0.69 -0.42 0.11
N -2.802297 2.173409 2.063775 1.49 -0.22 -0.40
N 0.267407 0.903137 -2.440393 0.24 -0.60 0.75
N 1.142340 3.322006 -2.446409 0.44 0.47 1.96
C -2.072184 1.519672 -0.528120 0.25 0.19 -0.43
C -1.144707 2.652268 -1.001330 0.10 0.26 0.46
C -2.602448 -1.378215 2.236374 -0.92 -0.47 -0.32
C -3.714626 -2.210870 2.154984 0.75 0.90 -0.13
C -4.580034 -1.671607 1.146389 0.98 0.98 -0.16
C -3.958775 -0.535691 0.640719 -0.22 -0.76 0.30
C -2.444912 2.973357 3.149153 -0.65 0.42 -0.17
C -3.487840 3.843762 3.417648 0.68 -0.63 -0.37
C -4.514859 3.585689 2.465521 0.63 -0.86 -0.48
C -4.078297 2.548823 1.655805 0.08 0.59 0.19
C 0.912913 -0.325029 -2.576547 -0.61 -0.50 -0.43
C 0.240196 -1.109870 -3.509362 0.35 0.76 0.69
C -0.849366 -0.329167 -4.002732 0.33 0.92 0.72
C -0.792974 0.898614 -3.356956 -0.31 -0.59 0.12
C 0.758850 3.549939 -3.774523 0.16 0.41 -0.25
C 1.317250 4.748540 -4.225581 -0.32 -1.08 1.36
C 2.044910 5.302637 -3.125891 -0.38 -0.78 0.59
C 1.909565 4.421138 -2.058279 -0.07 0.33 -0.90
H -3.115645 1.842282 -0.651134 0.39 -0.17 0.23
H -1.916754 0.641476 -1.170837 -0.08 0.08 0.19
H -1.440993 3.064910 -1.974795 0.06 -0.09 0.42
H -1.133747 3.484372 -0.279935 -0.24 0.04 -0.14
H -1.724228 -1.410689 2.862625 -0.07 -0.09 0.03
H -3.895754 -3.102472 2.743192 0.13 0.22 -0.08
H -5.541841 -2.057756 0.823758 0.30 0.10 0.07
H -4.276198 0.138184 -0.141711 0.02 -0.23 0.14
H -1.483162 2.842277 3.614851 -0.12 0.00 0.08
H -3.502807 4.587068 4.197095 0.02 -0.04 0.02
H -5.449855 4.108972 2.363278 -0.09 -0.09 0.05
H -4.547464 2.069821 0.807997 -0.06 0.16 0.31
H 1.819076 -0.519425 -2.025184 -0.15 -0.04 0.04
H 0.478549 -2.127157 -3.799224 0.12 0.30 0.09
H -1.602743 -0.619894 -4.730683 0.32 0.14 0.15
H -1.434763 1.762577 -3.479975 0.09 -0.35 0.06
H 0.143391 2.857345 -4.330186 0.28 0.07 0.18
H 1.196933 5.170203 -5.214963 0.03 -0.16 0.15
H 2.582880 6.239279 -3.117604 0.01 -0.15 0.06
H 2.299041 4.465466 -1.054422 0.16 0.07 0.00
Se 5.612997 1.598931 2.132693 -0.02 -0.16 -0.05
C 3.932892 1.319267 1.668575 -1.59 0.15 -0.38
N 2.787382 1.208451 1.367425 0.52 0.24 0.06
```
Forces are in eV/Å.

The charge is 0. Its gap between HOMO and LUMO is 5.8 eV. For the LUMO energy, the calculation gives -0.060 Ha.